Density functional theory data (ωB97M-V with the def2-TZVPD basis set) for C25H30ClNO2PSV as an isolated structure.

Element x y z (Å)
H -1.832 -2.366 1.648
C 3.630 -1.952 -3.108
C 1.339 -3.259 -0.264
C 2.495 -1.745 -3.882
C -0.201 3.148 3.907
H 1.960 2.746 1.349
C 0.958 5.212 3.449
H -0.579 -3.164 -2.127
N -1.306 2.198 -0.127
C -0.023 -2.920 2.703
H -0.508 4.965 4.996
C -2.515 -3.254 -1.143
H 0.309 -1.903 2.917
H -0.551 -3.290 3.583
C -3.139 0.632 -0.075
C 1.594 -0.155 -2.258
C -1.182 -2.571 -1.433
H 0.732 -5.093 0.739
C -3.488 3.027 -0.754
H -4.533 2.779 -0.886
H 4.409 -2.629 -3.435
H 2.382 -2.267 -4.825
H -1.372 -1.615 -1.923
H -0.929 2.589 4.482
P -0.112 -2.166 0.031
C -2.977 4.289 -1.009
H -1.240 -3.980 1.251
H 2.370 5.123 1.834
H 1.022 1.749 -1.542
O -4.314 0.327 -0.204
C 0.037 4.485 4.191
H -2.381 -4.233 -0.679
H 1.141 6.256 3.668
V -0.309 0.429 0.176
H 1.739 -2.959 -1.235
Cl 2.796 0.239 0.123
C 0.567 0.778 -1.788
H 1.926 -5.332 -0.537
C 1.043 -4.756 -0.251
C 2.731 -0.441 -1.486
C 1.642 4.575 2.422
C -0.931 -2.957 1.474
C 1.509 -0.861 -3.468
S 0.188 0.783 2.555
C 1.408 3.237 2.141
H -1.145 5.447 -0.986
C -2.650 2.026 -0.307
C -0.821 3.439 -0.379
H -3.610 5.095 -1.354
O -2.179 -0.199 0.236
H 2.105 -3.001 0.471
C 3.742 -1.290 -1.893
H 0.640 -0.693 -4.094
C 0.474 2.494 2.871
H 0.237 3.580 -0.216
H 4.592 -1.455 -1.244
H -3.072 -3.399 -2.071
H -3.123 -2.633 -0.485
H -0.198 0.958 -2.548
C -1.606 4.483 -0.810
H 0.245 -5.006 -0.953
H 0.866 -3.541 2.563

## Properties
Total charge ... -1
M ... 525.958 g mol⁻¹
Spin multiplicity ... 2
⟨S²⟩ ... 1.02
E_LUMO (alpha / beta) ... 2.8 / 2.8 eV
Orbital gap (alpha / beta) ... 0.251 / 0.175 hartree

The net atomic charges from Löwdin, expressed in e, are: H 0.075; C -0.126; C -0.393; C -0.113; C -0.132; H 0.064; C -0.127; H 0.070; N -0.015; C -0.158; H 0.091; C -0.149; H 0.006; H 0.069; C -0.561; C -0.360; C -0.378; H 0.056; C -0.022; H 0.113; H 0.090; H 0.093; H 0.061; H 0.090; P 0.957; C -0.093; H 0.064; H 0.094; H 0.040; O 0.048; C -0.115; H 0.056; H 0.085; V 0.413; H 0.053; Cl 0.712; C -0.241; H 0.066; C -0.146; C -0.613; C -0.114; C -0.402; C -0.063; S 0.553; C -0.157; H 0.097; C -0.182; C -0.130; H 0.089; O -0.201; H 0.076; C -0.142; H 0.107; C -0.676; H 0.092; H 0.099; H 0.067; H 0.064; H 0.057; C -0.076; H 0.062; H 0.056